# 1
A structure of composition C3H8CrO2, computed with ωB97M-V/def2-TZVPD.

Calculated values
* net charge: +2
* energy above the lowest of the compared OMol25 structures with the same formula, charge and spin: 41.7 kcal per mole
* strongest force on any atom: 6.04 eV Å⁻¹
* expectation value of S²: 6.054
* HOMO-LUMO gap (alpha / beta): 5.10 / 6.82 eV
* multiplicity: 5

```
14
C3H8CrO2 ωB97M-V/def2-TZVPD
C 0.348 -1.634 -0.033
C 0.797 -0.413 0.686
O 1.651 0.385 0.102
Cr 3.321 0.243 -0.867
H 0.551 -1.577 -1.108
H -0.723 -1.794 0.144
H 0.917 -2.481 0.380
H 0.875 -0.450 1.783
O -0.550 1.381 0.578
H 0.479 1.514 0.009
C -1.682 1.229 -0.258
H -2.393 2.015 0.019
H -1.426 1.333 -1.323
H -2.163 0.249 -0.113
```

=====

# 2
A structure of composition C3H8CsO, computed with ωB97M-V/def2-TZVPD.

Calculated values
* net charge: +1
* energy above the lowest of the compared OMol25 structures with the same formula, charge and spin: 2.6 kcal per mole
* strongest force on any atom: 0.88 eV Å⁻¹
* HOMO-LUMO gap: 10.55 eV
* multiplicity: 1

```
13
C3H8CsO ωB97M-V/def2-TZVPD
Cs 0.082 1.913 -3.231
C -1.087 0.534 -0.228
C 0.251 0.226 0.385
C 0.334 -1.223 0.868
O 1.273 0.486 -0.608
H -1.163 1.556 -0.626
H -1.857 0.532 0.546
H -1.406 -0.180 -0.993
H 0.412 0.905 1.225
H 1.048 -1.328 1.688
H 0.657 -1.869 0.051
H -0.621 -1.599 1.231
H 2.076 0.047 -0.307
```

=====

# 3
A cluster of 2 separate species, C3H8F2N2 in total, computed with ωB97M-V/def2-TZVPD.

Calculated values
* energy above the lowest of the compared OMol25 structures with the same formula, charge and spin: 54.9 kcal per mole
* strongest force on any atom: 3.80 eV Å⁻¹
* HOMO-LUMO gap: 9.04 eV
* multiplicity: 1

```
15
C3H8F2N2 ωB97M-V/def2-TZVPD
C 0.399 0.142 2.220
C 2.103 -0.344 0.362
C 1.422 0.699 1.184
N -0.993 0.348 -1.733
N 1.604 -0.720 -0.755
F 2.217 1.657 1.732
F 0.475 1.550 0.424
H 0.668 -0.871 2.542
H -0.555 0.099 1.764
H 0.356 0.743 3.041
H -1.188 -0.493 -2.226
H -1.372 0.466 -0.832
H -0.663 1.110 -2.276
H 0.849 -0.129 -1.120
H 2.022 -1.513 -1.198
```

=====

# 4
The ion C3H8F2NO with charge +1, computed with ωB97M-V/def2-TZVPD.

Calculated values
* net charge: +1
* SMILES: C[N+](C)(F)[C@@H](O)F
* energy above the lowest of the compared OMol25 structures with the same formula, charge and spin: 71.3 kcal per mole
* strongest force on any atom: 4.72 eV Å⁻¹
* HOMO-LUMO gap: 12.31 eV
* multiplicity: 1

```
15
C3H8F2NO ωB97M-V/def2-TZVPD
C -0.257 1.346 0.674
N 0.240 0.052 0.383
C 1.458 0.106 -0.546
F 0.735 -0.608 1.625
C -0.708 -1.132 -0.089
O -1.957 -0.627 -0.204
F -0.261 -1.670 -1.192
H -1.223 1.283 1.221
H 0.391 1.945 1.289
H -0.449 1.813 -0.389
H 1.856 -0.801 -0.414
H 1.048 0.198 -1.610
H 2.147 0.999 -0.450
H -0.663 -1.950 0.711
H -2.358 -0.955 -1.010
```

=====

# 5
An isolated molecule of C3H8FN, computed with ωB97M-V/def2-TZVPD.

Calculated values
* SMILES: CNCCF
* energy above the lowest of the compared OMol25 structures with the same formula, charge and spin: 64.3 kcal per mole
* strongest force on any atom: 7.64 eV Å⁻¹
* HOMO-LUMO gap: 10.36 eV
* multiplicity: 1

```
13
C3H8FN ωB97M-V/def2-TZVPD
C -0.558 0.492 -1.722
N 0.533 0.329 -0.663
C -0.113 -0.309 0.422
C 0.663 -0.365 1.625
F 1.323 0.726 2.096
H -0.109 0.814 -2.600
H -0.905 -0.585 -2.039
H -1.417 1.000 -1.602
H 0.879 1.113 -0.341
H -0.982 0.274 0.758
H -0.402 -1.249 0.317
H 1.378 -1.226 1.548
H -0.290 -1.015 2.201
```

=====

# 6
A cluster of 2 separate species, C3H8FN2 in total, computed with ωB97M-V/def2-TZVPD.

Calculated values
* net charge: +1
* energy above the lowest of the compared OMol25 structures with the same formula, charge and spin: 1.2 kcal per mole
* strongest force on any atom: 6.99 eV Å⁻¹
* expectation value of S²: 2.013
* HOMO-LUMO gap (alpha / beta): 4.25 / 6.43 eV
* multiplicity: 3

```
14
C3H8FN2 ωB97M-V/def2-TZVPD
C -2.409 -0.042 0.813
C 0.741 0.134 -0.540
C 1.880 0.033 0.217
N 3.054 -0.380 -0.182
N -2.727 -0.069 -0.420
F -0.310 0.745 0.106
H -1.608 -0.590 1.300
H -2.685 0.736 1.494
H 0.495 -0.024 -1.602
H 1.742 0.298 1.304
H 3.343 -0.597 -1.118
H 3.804 -0.296 0.491
H -3.378 0.637 -0.901
H -1.942 -0.587 -0.962
```

=====

# 7
A structure of composition C3H8GdO2, computed with ωB97M-V/def2-TZVPD.

Calculated values
* energy above the lowest of the compared OMol25 structures with the same formula, charge and spin: 72.5 kcal per mole
* strongest force on any atom: 5.39 eV Å⁻¹
* expectation value of S²: 20.060
* HOMO-LUMO gap (alpha / beta): 6.44 / 5.56 eV
* multiplicity: 9

```
14
C3H8GdO2 ωB97M-V/def2-TZVPD
C -1.195 -1.425 -0.314
C -1.786 -0.254 0.428
O -0.946 0.048 1.567
C -1.545 0.875 2.537
Gd 0.459 -1.995 1.884
H -1.876 -2.938 0.599
H -0.909 -0.990 -1.287
H -2.813 -0.432 0.789
H -1.813 0.670 -0.175
H -0.813 1.007 3.343
H -1.823 1.836 2.076
H -2.451 0.419 2.968
O -1.228 -3.394 1.621
H -0.893 -2.394 -0.734
```

=====

# 8
A cluster of 2 separate species, C3H8IN2 in total, computed with ωB97M-V/def2-TZVPD.

Calculated values
* net charge: +1
* energy above the lowest of the compared OMol25 structures with the same formula, charge and spin: 67.3 kcal per mole
* strongest force on any atom: 3.68 eV Å⁻¹
* HOMO-LUMO gap: 9.59 eV
* multiplicity: 1

```
14
C3H8IN2 ωB97M-V/def2-TZVPD
C 1.558 1.288 0.619
C 1.329 0.302 -0.415
C -1.341 -1.427 0.333
N -2.061 -2.488 0.140
N 0.765 1.618 -0.497
I -2.415 0.376 -0.182
H 1.169 1.148 1.582
H 2.421 1.831 0.656
H 0.663 -0.475 -0.136
H 1.943 -0.138 -1.097
H -1.744 -3.375 0.355
H -3.057 -2.552 0.045
H -0.226 1.559 -0.322
H 0.996 2.332 -1.081
```

=====

# 9
A cluster of 2 separate species, C3H8IN2O in total, computed with ωB97M-V/def2-TZVPD.

Calculated values
* net charge: +1
* energy above the lowest of the compared OMol25 structures with the same formula, charge and spin: 99.4 kcal per mole
* strongest force on any atom: 5.14 eV Å⁻¹
* HOMO-LUMO gap (alpha / beta): 7.24 / 7.23 eV
* multiplicity: 1

```
15
C3H8IN2O ωB97M-V/def2-TZVPD
C -1.766 -1.584 -0.005
C 1.136 2.089 -0.195
C 1.673 0.979 0.492
N -2.359 -2.710 0.209
N -0.977 -1.026 0.853
O -0.503 0.209 0.906
I 2.364 -0.690 -0.674
H -2.064 -0.841 -0.846
H 0.062 1.864 -0.174
H 1.128 3.102 0.125
H 1.343 2.105 -1.375
H 1.715 0.740 1.589
H -2.959 -3.234 -0.465
H -2.067 -3.238 1.058
H -0.701 -1.550 1.655
```

=====

# 10
A cluster of 2 separate species, C3H8INO in total, computed with ωB97M-V/def2-TZVPD.

Calculated values
* net charge: -1
* energy above the lowest of the compared OMol25 structures with the same formula, charge and spin: 0.0 kcal per mole
* strongest force on any atom: 3.08 eV Å⁻¹
* expectation value of S²: 0.754
* HOMO-LUMO gap (alpha / beta): 4.49 / 6.97 eV
* multiplicity: 2

```
14
C3H8INO ωB97M-V/def2-TZVPD
I -3.050 -2.536 -0.524
C 1.847 0.279 0.382
C 0.777 -0.710 0.011
O 0.735 -1.902 0.367
N -0.432 -0.134 -0.710
H -0.146 0.346 -1.552
H -0.972 -0.943 -0.981
C -1.193 0.888 0.223
H 1.708 1.353 0.257
H 2.826 0.084 -0.056
H 2.116 0.010 1.404
H -1.949 1.365 -0.401
H -0.548 1.657 0.650
H -1.717 0.244 0.929
```

=====

# 11
A cluster of 2 separate species, C3H8N2 in total, computed with ωB97M-V/def2-TZVPD.

Calculated values
* SMILES: [H]/N=C/N.C=C
* energy above the lowest of the compared OMol25 structures with the same formula, charge and spin: 61.4 kcal per mole
* strongest force on any atom: 1.53 eV Å⁻¹
* HOMO-LUMO gap: 9.90 eV
* multiplicity: 1

```
13
C3H8N2 ωB97M-V/def2-TZVPD
H 1.451 -1.087 -2.348
N 1.482 -0.261 -1.763
C 1.566 -0.585 -0.534
N 2.146 0.171 0.422
H 1.085 -1.502 -0.172
H 2.548 1.054 0.150
H 2.157 0.024 1.421
C -2.246 0.247 -0.139
C -1.911 0.452 1.129
H -2.420 -0.749 -0.544
H -2.313 1.043 -0.872
H -2.165 -0.194 1.952
H -1.381 1.386 1.298
```

=====

# 12
An isolated molecule of C3H8N2, computed with ωB97M-V/def2-TZVPD.

Calculated values
* SMILES: CC/N=C\N
* energy above the lowest of the compared OMol25 structures with the same formula, charge and spin: 41.5 kcal per mole
* strongest force on any atom: 2.29 eV Å⁻¹
* HOMO-LUMO gap: 10.31 eV
* multiplicity: 1

```
13
C3H8N2 ωB97M-V/def2-TZVPD
C -0.054 -0.962 -1.802
C 0.098 0.004 -0.676
N 0.656 -0.561 0.548
C 0.483 0.002 1.666
N 0.122 1.368 1.804
H -0.706 -1.788 -1.478
H -0.853 -0.584 -2.462
H 0.846 -1.224 -2.342
H 0.605 0.928 -1.034
H -0.902 0.373 -0.406
H 0.620 -0.566 2.585
H -0.456 1.514 0.976
H -0.460 1.496 2.621
```

=====

# 13
An isolated molecule of C3H8N2, computed with ωB97M-V/def2-TZVPD.

Calculated values
* SMILES: NC[C@@H]1CN1
* energy above the lowest of the compared OMol25 structures with the same formula, charge and spin: 63.2 kcal per mole
* strongest force on any atom: 3.41 eV Å⁻¹
* HOMO-LUMO gap: 10.40 eV
* multiplicity: 1

```
13
C3H8N2 ωB97M-V/def2-TZVPD
N 1.554 -0.772 -0.343
C 0.526 0.103 -0.993
C -0.262 0.555 0.212
C -1.143 -0.398 0.899
N -1.698 0.623 -0.022
H 2.226 -1.110 -1.057
H 2.059 -0.269 0.427
H 0.990 0.924 -1.582
H -0.086 -0.551 -1.575
H 0.227 1.377 0.731
H -1.047 -1.429 0.520
H -1.260 -0.357 2.065
H -2.087 1.305 0.717
```

=====

# 14
An isolated molecule of C3H8N2, computed with ωB97M-V/def2-TZVPD.

Calculated values
* SMILES: [H]/N=C\N(C)C
* energy above the lowest of the compared OMol25 structures with the same formula, charge and spin: 51.3 kcal per mole
* strongest force on any atom: 3.54 eV Å⁻¹
* HOMO-LUMO gap: 9.39 eV
* multiplicity: 1

```
13
C3H8N2 ωB97M-V/def2-TZVPD
H 1.290 -0.804 1.483
N 1.116 0.204 1.704
C 0.328 0.671 0.733
N -0.265 0.042 -0.284
C -0.848 0.728 -1.418
C -0.135 -1.400 -0.295
H 0.117 1.773 0.718
H -0.895 -0.087 -2.266
H -0.182 1.661 -1.660
H -1.973 1.102 -1.237
H 0.897 -1.729 -0.355
H -0.643 -1.715 -1.240
H -0.639 -1.919 0.497
```

=====

# 15
A cluster of 2 separate species, C3H8N2 in total, computed with ωB97M-V/def2-TZVPD.

Calculated values
* energy above the lowest of the compared OMol25 structures with the same formula, charge and spin: 157.5 kcal per mole
* strongest force on any atom: 1.17 eV Å⁻¹
* HOMO-LUMO gap (alpha / beta): 8.54 / 9.02 eV
* multiplicity: 1

```
13
C3H8N2 ωB97M-V/def2-TZVPD
C 1.342 -0.016 0.633
C -1.921 0.516 -0.023
C -1.269 -0.789 -0.268
N 2.230 -0.671 -0.230
N 2.086 0.796 -0.219
H 1.384 0.022 1.706
H -2.906 0.565 -0.504
H -1.326 1.336 -0.437
H -2.063 0.696 1.042
H -0.911 -1.026 -1.251
H -1.373 -1.589 0.437
H 3.129 -0.948 0.173
H 1.598 1.107 -1.059
```

=====

# 16
A cluster of 2 separate species, C3H8N2 in total, computed with ωB97M-V/def2-TZVPD.

Calculated values
* SMILES: C=NC.C=N
* energy above the lowest of the compared OMol25 structures with the same formula, charge and spin: 78.7 kcal per mole
* strongest force on any atom: 3.40 eV Å⁻¹
* HOMO-LUMO gap: 10.12 eV
* multiplicity: 1

```
13
C3H8N2 ωB97M-V/def2-TZVPD
C 0.942 -1.596 -0.735
N 0.514 -0.409 -0.555
C 0.442 0.435 -1.733
H 1.292 -2.223 0.200
H 1.270 -1.932 -1.727
H 0.829 1.352 -1.488
H -0.627 0.595 -2.018
H 1.005 0.086 -2.706
C -1.493 0.849 2.304
N -0.232 0.831 2.108
H -1.803 1.282 3.201
H -2.306 0.442 1.769
H 0.166 0.287 1.379
```

=====

# 17
A cluster of 2 separate species, C3H8N2 in total, computed with ωB97M-V/def2-TZVPD.

Calculated values
* SMILES: [H]/N=C/N.C=C
* energy above the lowest of the compared OMol25 structures with the same formula, charge and spin: 74.2 kcal per mole
* strongest force on any atom: 1.70 eV Å⁻¹
* HOMO-LUMO gap: 10.21 eV
* multiplicity: 1

```
13
C3H8N2 ωB97M-V/def2-TZVPD
H -0.766 1.685 0.455
N 0.195 1.990 0.526
C 1.036 1.122 0.155
N 2.387 1.258 0.381
H 0.715 0.344 -0.546
H 2.568 1.572 1.326
H 2.935 0.433 0.189
C -1.309 -1.728 -0.657
C -2.390 -2.468 -0.382
H -0.455 -2.227 -1.067
H -1.326 -0.646 -0.704
H -2.594 -3.412 -0.884
H -3.002 -2.381 0.512
```

=====

# 18
An isolated molecule of C3H8N2, computed with ωB97M-V/def2-TZVPD.

Calculated values
* SMILES: [H]/N=C(/N)CC
* energy above the lowest of the compared OMol25 structures with the same formula, charge and spin: 30.6 kcal per mole
* strongest force on any atom: 2.54 eV Å⁻¹
* HOMO-LUMO gap: 10.06 eV
* multiplicity: 1

```
13
C3H8N2 ωB97M-V/def2-TZVPD
H -1.789 -1.767 -0.355
N -2.046 -0.791 -0.231
C -1.002 -0.091 0.064
N -1.014 1.320 0.147
C 0.308 -0.635 0.516
C 1.441 -0.065 -0.359
H -0.143 1.866 0.334
H -1.681 1.860 -0.437
H 0.541 -0.409 1.615
H 0.205 -1.737 0.416
H 1.408 1.041 -0.230
H 1.311 -0.268 -1.519
H 2.460 -0.324 0.038
```